# 1
{
  "formula": "C3H8N2O2",
  "method": "ωB97M-V with the def2-TZVPD basis set",
  "symbols": ["O", "O", "N", "N", "C", "C", "C", "H", "H", "H", "H", "H", "H", "H", "H"],
  "positions_angstrom": [[2.204313, 1.310277, 0.033493], [-1.972708, 0.782880, -0.346108], [-1.701197, -1.508880, -0.138993], [1.124915, -1.147933, 0.144460], [0.825660, 1.305239, 0.263285], [0.208746, -0.064623, 0.160440], [-1.095628, -0.244986, -0.111034], [-2.698738, -1.416226, -0.280864], [1.886249, -0.983334, 0.794130], [-1.261098, -2.164578, -0.772236], [-1.519719, 1.647916, -0.193737], [0.270284, 2.019929, -0.438271], [0.682488, 1.740941, 1.259887], [0.666160, -2.025086, 0.357816], [2.380274, 0.748464, -0.732269]],
  "forces_ev_per_a": [[0.400, -0.015, -0.279], [0.168, 0.891, 0.341], [-0.072, 0.298, -0.054], [0.071, -0.092, 0.307], [-1.161, 0.783, -0.390], [-0.651, 0.174, -0.561], [1.063, 0.088, 0.345], [0.132, -0.245, -0.140], [-0.078, -0.176, 0.032], [-0.271, 0.113, -0.117], [-0.569, -1.120, -0.175], [0.745, -0.645, 0.512], [0.117, -0.148, -0.011], [0.105, 0.022, 0.141], [0.003, 0.072, 0.049]],
  "nbo_charge": [-0.708, -0.693, -0.851, -0.835, -0.075, -0.047, 0.411, 0.390, 0.376, 0.378, 0.485, 0.136, 0.182, 0.374, 0.476],
  "orbital_gap_ha": 0.2911,
  "de_lowest_kj_mol": 186.21,
  "smiles": "N/C(O)=C(\\N)CO",
  "total_energy_ev": -10315.0223
}

=====

# 2
{
  "formula": "C23H20N2O5",
  "method": "ωB97M-V with the def2-TZVPD basis set",
  "symbols": ["O", "O", "O", "O", "O", "N", "N", "C", "C", "C", "C", "C", "C", "C", "C", "C", "C", "C", "C", "C", "C", "C", "C", "C", "C", "C", "C", "C", "C", "C", "H", "H", "H", "H", "H", "H", "H", "H", "H", "H", "H", "H", "H", "H", "H", "H", "H", "H", "H", "H"],
  "positions_angstrom": [[-2.286540, -2.431945, -1.668090], [5.015087, 2.059573, -1.277375], [5.826608, 0.017538, -0.939623], [-0.912377, 0.783630, -1.819029], [-1.095205, -0.211224, 1.456342], [-2.903234, 0.131577, -0.948777], [0.243687, 1.478924, 0.695294], [-1.257665, -4.573256, 1.062265], [3.986392, -0.288462, 1.172032], [2.163845, 1.978049, -1.307432], [-3.135851, 1.286570, -0.176491], [4.946977, 0.822342, -0.756989], [-4.328667, 1.985793, -0.304891], [-3.506487, 3.663127, 1.202640], [-2.135037, 1.760636, 0.671629], [3.761386, 0.576589, 0.098493], [0.006683, -4.094044, 1.365017], [2.979844, -0.562445, 2.072735], [-4.514642, 3.165413, 0.393032], [0.521585, -3.029164, 0.651198], [-0.950696, 0.890448, 0.971261], [2.502756, 1.147829, -0.106541], [-1.472907, -2.922961, -0.669754], [-1.994505, -3.995226, 0.049235], [1.500067, 0.871476, 0.836437], [-0.211313, -2.435088, -0.362540], [-1.795743, -0.041355, -1.700226], [-1.797329, -1.373418, -2.452084], [1.738860, 0.029504, 1.915638], [-2.323083, 2.960121, 1.345384], [2.123755, 3.036353, -1.045652], [-2.487171, -1.289871, -3.299708], [-2.978932, -4.356908, -0.204877], [0.210678, 2.290981, 0.095783], [-0.792634, -1.573522, -2.841112], [-5.102451, 1.604577, -0.954727], [5.840382, 2.154702, -1.778792], [1.502770, -2.642159, 0.880801], [-3.603643, -0.597045, -0.962241], [0.213277, -1.592493, -0.884718], [-1.672479, -5.401854, 1.617064], [1.196637, 1.677277, -1.708737], [3.157287, -1.228115, 2.903427], [4.965606, -0.729535, 1.277510], [0.943608, -0.173979, 2.613176], [-3.648108, 4.592408, 1.732968], [0.583960, -4.547162, 2.156589], [2.907900, 1.861859, -2.087205], [-1.547399, 3.325291, 2.002645], [-5.445249, 3.703680, 0.295403]],
  "forces_ev_per_a": [[-0.149, -0.121, 0.032], [-0.164, 0.538, -0.044], [-0.071, -0.002, 0.044], [0.092, 0.035, -0.169], [0.056, -0.002, 0.043], [-0.474, -0.141, 0.144], [0.263, 0.406, -0.066], [-0.079, 0.009, -0.030], [0.090, 0.060, -0.176], [-0.034, -0.012, -0.115], [0.065, 0.374, 0.091], [0.579, -0.235, -0.240], [0.169, -0.143, 0.024], [-0.089, 0.073, -0.006], [-0.286, -0.083, 0.019], [-0.238, -0.146, 0.374], [0.168, 0.017, 0.086], [-0.028, 0.090, -0.052], [-0.005, 0.053, 0.098], [0.011, -0.155, 0.068], [-0.211, 0.203, 0.062], [-0.024, -0.102, 0.074], [0.099, -0.199, 0.168], [-0.078, 0.139, -0.147], [0.339, -0.259, 0.160], [-0.150, 0.092, -0.319], [-0.056, -0.372, -0.356], [0.243, 0.039, -0.165], [0.038, 0.010, 0.012], [0.056, -0.132, -0.105], [-0.001, 0.139, -0.061], [0.133, 0.017, 0.102], [-0.108, -0.048, -0.031], [-0.151, -0.156, 0.052], [-0.113, 0.103, 0.106], [-0.041, -0.020, -0.116], [-0.064, -0.301, 0.126], [0.060, 0.036, 0.015], [0.179, 0.014, 0.057], [0.023, 0.120, -0.075], [-0.038, -0.066, 0.033], [-0.018, 0.035, -0.003], [0.020, -0.051, 0.083], [0.066, -0.035, 0.005], [-0.050, 0.001, 0.043], [-0.015, 0.073, 0.054], [0.055, -0.041, 0.067], [-0.069, 0.074, -0.018], [0.074, 0.026, 0.066], [-0.073, 0.047, -0.015]],
  "nbo_charge": [-0.518, -0.687, -0.591, -0.636, -0.592, -0.618, -0.632, -0.189, -0.163, -0.669, 0.153, 0.780, -0.220, -0.215, -0.071, -0.176, -0.241, -0.225, -0.193, -0.166, 0.669, 0.004, 0.370, -0.284, 0.208, -0.319, 0.668, -0.162, -0.215, -0.197, 0.217, 0.215, 0.218, 0.416, 0.207, 0.218, 0.501, 0.219, 0.421, 0.223, 0.213, 0.252, 0.219, 0.233, 0.244, 0.218, 0.211, 0.238, 0.220, 0.218],
  "orbital_gap_ha": 0.3364,
  "de_lowest_kj_mol": 0.00,
  "smiles": "Cc1c(NC(=O)c2ccccc2NC(=O)COc2ccccc2)cccc1C(=O)O",
  "total_energy_ev": -37394.9494
}